(1)
A 13-piece molecular cluster, C39H86N10O17 overall. Source: the Open Molecules 2025 dataset; level of theory: ωB97M-V/def2-TZVPD.

Summary:
**E_HOMO**: -9.06 eV
**Net charge**: 0

Atoms and positions in Å:
C: 1.89902 -3.14252 -7.87845
O: 1.69308 -2.61772 -6.64040
H: 1.26382 -2.61529 -8.59023
H: 2.93111 -3.06102 -8.21941
H: 1.56022 -4.17834 -7.89781
H: 2.19281 -1.79903 -6.60028
C: 2.50688 -7.12381 -2.44437
C: 1.07075 -7.71580 -2.33216
C: 0.04133 -6.81914 -2.82959
O: -0.70877 -7.64534 -3.70785
C: -0.13170 -8.86925 -3.83029
O: -0.61581 -9.75901 -4.52449
O: 0.98638 -8.90971 -3.07504
H: 3.24973 -7.83678 -2.08667
H: 2.64330 -6.23072 -1.83455
H: 2.61009 -6.82727 -3.48817
H: 0.83969 -8.05409 -1.32207
H: 0.55432 -6.02002 -3.36473
H: -0.54975 -6.37842 -2.02680
C: 9.63609 -3.42962 5.85672
C: 8.52865 -3.60224 4.83873
C: 7.16152 -2.98413 5.29818
O: 6.87791 -2.08351 4.21033
C: 7.78558 -2.16210 3.21313
O: 7.73676 -1.53817 2.19096
O: 8.83306 -2.88614 3.66431
H: 10.42633 -4.10024 5.51925
H: 9.58576 -3.68236 6.91582
H: 10.08316 -2.43553 5.86018
H: 8.40581 -4.65191 4.57190
H: 7.35709 -2.43088 6.21675
H: 6.35431 -3.67973 5.52762
C: 3.17152 4.16537 -7.70718
O: 2.74306 3.04555 -7.74215
N: 2.31743 5.23729 -7.55737
C: 0.95374 5.01016 -7.15517
C: 2.75210 6.63041 -7.70530
H: 4.18464 4.40242 -8.06718
H: 0.67479 3.96196 -7.04767
H: 0.32667 5.44998 -7.93070
H: 0.75458 5.56808 -6.24020
H: 2.55163 7.11048 -6.74746
H: 3.84030 6.66424 -7.75804
H: 2.27964 7.29064 -8.43261
C: -2.12915 -5.60758 6.43352
O: -2.11767 -6.87311 6.30349
N: -1.25557 -4.79228 5.85670
C: -1.30327 -3.37106 6.09269
C: -0.18555 -5.29993 4.97650
H: -2.85365 -5.03723 7.03519
H: -1.17623 -2.88607 5.12484
H: -0.54855 -3.02916 6.80093
H: -2.27230 -3.09019 6.50522
H: -0.11428 -6.38567 5.04124
H: -0.33317 -5.09984 3.91524
H: 0.80218 -4.91246 5.22621
C: -4.22446 5.96327 -2.23552
O: -4.08526 4.77529 -2.54920
N: -3.85413 6.54726 -1.05870
C: -4.31306 7.86989 -0.64859
C: -3.25510 5.77698 0.03281
H: -4.71145 6.73457 -2.85207
H: -5.32065 8.08104 -0.29043
H: -4.18500 8.57268 -1.47187
H: -3.65925 8.30201 0.10898
H: -2.33790 6.22517 0.41485
H: -3.90851 5.64983 0.89594
H: -2.92967 4.78019 -0.26487
C: -6.34313 -9.67278 0.95311
O: -7.35766 -10.39007 1.13773
N: -5.93639 -8.69215 1.71832
C: -4.62039 -8.02081 1.54675
C: -6.63098 -8.16970 2.87121
H: -5.67019 -9.80275 0.09145
H: -4.66809 -6.93200 1.56497
H: -3.95008 -8.44831 0.80107
H: -4.15515 -8.36557 2.47021
H: -7.65741 -8.53601 2.89034
H: -6.22182 -8.33032 3.86866
H: -6.73094 -7.09402 2.72624
C: 0.63097 3.10213 6.77065
O: 0.99985 3.44233 7.91885
N: 1.43351 2.80891 5.74567
C: 0.85372 2.60745 4.41536
C: 2.87032 2.84160 5.81735
H: -0.40698 3.14799 6.40628
H: -0.23205 2.70231 4.42960
H: 1.02329 1.55780 4.17539
H: 1.30123 3.25432 3.66078
H: 3.25615 3.55570 5.08982
H: 3.27509 2.94428 6.82418
H: 3.30086 1.88296 5.52795
C: 7.19718 4.48912 -1.48734
O: 7.51100 4.58921 -2.69096
N: 7.88556 5.02016 -0.49192
C: 9.12432 5.73316 -0.69330
C: 7.28937 5.09617 0.81030
H: 6.26681 4.01902 -1.13293
H: 9.07288 6.80695 -0.87334
H: 9.53240 5.35940 -1.63238
H: 9.86923 5.42421 0.04002
H: 8.08043 4.75178 1.47644
H: 6.91728 6.09049 1.05724
H: 6.53849 4.30967 0.88577
C: -8.25004 -3.92285 -3.94370
O: -8.18319 -5.15760 -3.83754
N: -7.17066 -3.13750 -4.23076
C: -7.31905 -1.75453 -4.59984
C: -5.77812 -3.59810 -4.10070
H: -9.14459 -3.28129 -3.92377
H: -6.59739 -1.62605 -5.40656
H: -7.14619 -0.97943 -3.85322
H: -8.27906 -1.54607 -5.07210
H: -5.87031 -4.62666 -3.75189
H: -5.29933 -3.56183 -5.07925
H: -5.22218 -3.00890 -3.37141
C: 1.73270 8.19867 -0.86370
O: 2.16254 7.11844 -0.47547
N: 1.63300 9.27631 -0.03612
C: 1.06554 10.48420 -0.59288
C: 1.98808 9.18674 1.37210
H: 1.48325 8.38947 -1.91896
H: 0.47306 10.30688 -1.49044
H: 1.82314 11.17814 -0.95702
H: 0.37251 10.99754 0.07367
H: 1.13436 9.12188 2.04668
H: 2.57088 8.28216 1.54582
H: 2.63693 10.05400 1.49436
C: -0.96224 -0.83304 -0.46386
O: -1.18531 -1.76418 0.26085
N: 0.27940 -0.34795 -0.73102
C: 0.52940 0.73630 -1.72933
C: 1.45944 -0.96543 -0.17877
H: -1.75211 -0.20079 -0.89810
H: 1.15052 1.58961 -1.45698
H: -0.42533 1.17891 -2.01336
H: 1.00575 0.24713 -2.57898
H: 1.30438 -1.59042 0.70069
H: 1.92284 -1.61562 -0.92080
H: 2.06333 -0.10793 0.11805
C: -6.09979 -0.00183 3.40031
O: -5.43912 0.89519 3.96613
N: -6.86505 0.18950 2.30324
C: -7.37801 -0.99725 1.65858
C: -7.12634 1.46515 1.68348
H: -5.97734 -1.02331 3.79245
H: -7.10682 -1.92869 2.15554
H: -6.79174 -0.99977 0.73968
H: -8.44679 -1.07648 1.45977
H: -8.16956 1.77265 1.75584
H: -6.52203 2.23206 2.16800
H: -7.01849 1.50890 0.59971

Atomic partial charges in e from the Mulliken method, atoms 1 to 99:
1 C -0.53
2 O -0.47
3 H 0.24
4 H 0.24
5 H 0.21
6 H 0.30
7 C -1.38
8 C 0.35
9 C -0.30
10 O -0.31
11 C 0.66
12 O -0.57
13 O -0.34
14 H 0.34
15 H 0.37
16 H 0.37
17 H 0.27
18 H 0.26
19 H 0.28
20 C -1.43
21 C 0.43
22 C -0.38
23 O -0.33
24 C 0.67
25 O -0.53
26 O -0.35
27 H 0.35
28 H 0.38
29 H 0.38
30 H 0.26
31 H 0.27
32 H 0.29
33 C 0.16
34 O -0.57
35 N 0.11
36 C -0.90
37 C -0.89
38 H 0.29
39 H 0.28
40 H 0.32
41 H 0.28
42 H 0.32
43 H 0.29
44 H 0.29
45 C 0.19
46 O -0.64
47 N 0.12
48 C -0.89
49 C -0.90
50 H 0.28
51 H 0.31
52 H 0.29
53 H 0.30
54 H 0.31
55 H 0.30
56 H 0.33
57 C 0.11
58 O -0.59
59 N 0.14
60 C -0.99
61 C -0.97
62 H 0.30
63 H 0.33
64 H 0.37
65 H 0.32
66 H 0.30
67 H 0.36
68 H 0.32
69 C 0.21
70 O -0.63
71 N 0.08
72 C -0.90
73 C -0.93
74 H 0.26
75 H 0.26
76 H 0.30
77 H 0.39
78 H 0.32
79 H 0.32
80 H 0.33
81 C 0.22
82 O -0.62
83 N 0.12
84 C -0.88
85 C -0.90
86 H 0.25
87 H 0.27
88 H 0.35
89 H 0.27
90 H 0.30
91 H 0.30
92 H 0.31
93 C 0.21
94 O -0.64
95 N 0.11
96 C -0.95
97 C -0.98
98 H 0.29
99 H 0.32

=====

(2)
A 12-piece molecular cluster, C39H87N9O12 overall. Source: the Open Molecules 2025 dataset; level of theory: ωB97M-V/def2-TZVPD.

Summary:
**E_HOMO**: -8.92 eV
**Energy above the lowest of the compared OMol25 structures with the same formula, charge and spin**: 700.18 kJ/mol
**Net charge**: 0

Atoms and positions in Å:
C: 2.34027 -6.66390 -0.11743
N: 2.36262 -6.70271 -1.58665
C: 1.94030 -5.63996 -2.43913
C: 2.99392 -7.71644 -2.26624
O: 3.11972 -7.66261 -3.46881
H: 1.30444 -6.72545 0.30003
H: 2.77344 -5.69620 0.13858
H: 2.99637 -7.36687 0.30886
H: 2.81787 -5.22584 -2.96212
H: 1.37563 -6.05854 -3.22728
H: 1.49460 -4.84014 -1.82542
H: 3.38753 -8.54750 -1.63263
C: 5.91986 -1.51041 -2.42897
N: 4.80863 -0.66168 -2.65832
C: 5.05662 0.72082 -2.91736
C: 3.50225 -1.11533 -2.53130
O: 3.20904 -2.20240 -2.22097
H: 6.49058 -1.28049 -1.52026
H: 6.67872 -1.44165 -3.26044
H: 5.55188 -2.53371 -2.34598
H: 5.53970 0.84587 -3.90438
H: 4.13553 1.36469 -2.88838
H: 5.69714 1.08177 -2.12779
H: 2.82183 -0.38120 -2.75689
C: -5.51872 -1.23724 1.16932
N: -5.09705 -2.40048 0.45300
C: -5.63141 -3.73700 0.82023
C: -4.19357 -2.20245 -0.55366
O: -3.55148 -3.06549 -1.12020
H: -5.17171 -0.25726 0.68207
H: -5.22617 -1.24755 2.22914
H: -6.58080 -1.24743 1.23452
H: -5.09495 -4.40784 0.18580
H: -5.60705 -3.87184 1.90265
H: -6.63126 -3.81842 0.46874
H: -4.07823 -1.08298 -0.64030
C: 0.47587 4.55066 -4.30613
N: 1.28376 3.87215 -3.28368
C: 0.68388 2.64516 -2.75662
C: 2.49879 4.38073 -2.87425
O: 3.17232 3.80327 -2.04620
H: 0.93027 5.55202 -4.59589
H: -0.46035 4.73159 -3.86028
H: 0.35990 3.95376 -5.20278
H: 1.45417 1.98082 -2.34392
H: -0.09085 2.86645 -2.00745
H: 0.16099 2.20076 -3.63301
H: 2.81272 5.27963 -3.47843
C: -3.57424 3.40775 -2.01592
N: -3.15717 2.18830 -2.72995
C: -2.69376 2.33118 -4.14830
C: -3.00112 1.04875 -1.93766
O: -3.17589 0.98415 -0.72282
H: -3.23418 4.25848 -2.52585
H: -3.20353 3.54322 -1.01992
H: -4.60490 3.38328 -1.88381
H: -2.58545 1.30865 -4.62405
H: -3.44332 2.88950 -4.73628
H: -1.69304 2.83696 -4.13198
H: -2.73990 0.16930 -2.51778
C: -2.40595 -2.50842 -4.90417
N: -0.93917 -2.43737 -4.84928
C: -0.12490 -3.63358 -4.58673
C: -0.38686 -1.22207 -4.86834
O: -1.07354 -0.20933 -4.99170
H: -2.68453 -2.61015 -5.96287
H: -2.84377 -1.59666 -4.49176
H: -2.75741 -3.35852 -4.39630
H: 0.87376 -3.30834 -4.31250
H: -0.54859 -4.17720 -3.78002
H: -0.07673 -4.26631 -5.43939
H: 0.74171 -1.17859 -4.73934
C: -3.46607 4.36929 2.54828
N: -2.28003 3.59481 2.72810
C: -1.75210 3.63593 4.09647
C: -1.92998 2.66661 1.81985
O: -1.01724 1.90941 1.88478
H: -4.34969 3.99331 3.11776
H: -3.62042 4.66318 1.47748
H: -3.30461 5.38349 2.96697
H: -0.90526 2.99031 4.26642
H: -1.46338 4.64779 4.30279
H: -2.53923 3.29670 4.83974
H: -2.69009 2.77768 1.00490
C: 0.98045 5.08660 2.09965
N: -0.00415 5.28933 1.02607
C: -1.10010 6.30185 1.30048
C: 0.11195 4.79136 -0.23930
O: -0.77077 5.02175 -1.08233
H: 1.95891 5.02180 1.62747
H: 0.88517 4.19526 2.77238
H: 1.07036 6.05469 2.62168
H: -0.65409 7.32185 1.17552
H: -1.92056 6.24345 0.57703
H: -1.44126 6.06262 2.38226
H: 0.98633 4.17790 -0.44294
C: -2.23154 -2.39781 3.06129
N: -3.15164 -1.38607 3.61328
C: -3.58347 -1.71110 4.99679
C: -3.04182 -0.09864 3.30545
O: -3.56793 0.80587 3.91719
H: -2.41119 -2.31641 1.97446
H: -2.41236 -3.37221 3.39634
H: -1.16034 -2.22224 3.19701
H: -4.03835 -2.67163 5.11048
H: -2.73168 -1.66428 5.69650
H: -4.26209 -0.93981 5.39438
H: -2.45921 0.04498 2.39654
C: 1.21865 0.23883 4.99894
C: 2.09842 -1.02079 5.14508
C: 0.98763 -2.09617 5.04320
O: -0.15139 -1.57022 5.68798
C: -0.23466 -0.20117 5.27987
H: 1.25880 0.64294 3.98208
H: 1.52516 1.07519 5.64484
H: 2.51239 -1.15901 6.14514
H: 2.79855 -0.97880 4.29071
H: 1.30317 -3.05103 5.58023
H: 0.86056 -2.30628 3.95672
H: -0.73783 0.19029 6.13474
H: -0.70863 -0.06852 4.31874
C: 0.31475 -2.11765 -0.03044
C: -0.11305 -0.79865 0.54623
C: 0.30795 0.28531 -0.49183
O: 1.02508 -0.43938 -1.48406
C: 0.41933 -1.75078 -1.51102
H: -0.38522 -2.93529 0.16401
H: 1.30659 -2.45105 0.23607
H: 0.31213 -0.43006 1.49931
H: -1.20294 -0.78053 0.72175
H: 0.91493 1.12041 -0.14955
H: -0.60982 0.72773 -0.92591
H: 1.09535 -2.38050 -2.01875
H: -0.63709 -1.67839 -1.83949
C: 4.53450 -0.64860 0.81961
C: 5.61442 0.13488 1.57803
C: 4.84264 1.26599 2.21688
O: 3.44305 0.89723 2.23572
C: 3.23945 0.09398 1.04148
H: 4.44433 -1.70280 1.10707
H: 4.81218 -0.61750 -0.21144
H: 6.38538 0.51021 0.95035
H: 6.02037 -0.52881 2.30150
H: 4.98884 2.20537 1.67086
H: 5.11800 1.46798 3.25987
H: 3.06998 0.63555 0.11094
H: 2.39041 -0.47167 1.27668

Atomic partial charges in e from the Mulliken method, atoms 1 to 99:
1 C -0.87
2 N 0.14
3 C -0.75
4 C 0.05
5 O -0.57
6 H 0.23
7 H 0.28
8 H 0.37
9 H 0.28
10 H 0.40
11 H 0.14
12 H 0.29
13 C -0.89
14 N 0.18
15 C -0.67
16 C -0.36
17 O -0.59
18 H 0.24
19 H 0.34
20 H 0.21
21 H 0.35
22 H -0.07
23 H 0.30
24 H 0.75
25 C -0.59
26 N 0.10
27 C -1.05
28 C 1.20
29 O -0.72
30 H 0.06
31 H 0.14
32 H 0.46
33 H 0.32
34 H 0.29
35 H 0.38
36 H -0.57
37 C -0.94
38 N 0.60
39 C 0.30
40 C 0.02
41 O -0.49
42 H 0.31
43 H 0.28
44 H 0.33
45 H -0.74
46 H -0.10
47 H 0.29
48 H 0.19
49 C -1.13
50 N 0.27
51 C -0.61
52 C 0.00
53 O -0.64
54 H 0.51
55 H 0.17
56 H 0.40
57 H 0.13
58 H 0.43
59 H 0.12
60 H 0.32
61 C -0.90
62 N 0.22
63 C -0.90
64 C 0.08
65 O -0.60
66 H 0.31
67 H 0.21
68 H 0.38
69 H 0.10
70 H 0.36
71 H 0.49
72 H 0.25
73 C -1.14
74 N 1.22
75 C -1.01
76 C 0.18
77 O -0.41
78 H 0.25
79 H 0.20
80 H 0.44
81 H 0.09
82 H 0.43
83 H 0.28
84 H -0.62
85 C -1.00
86 N 0.26
87 C -0.87
88 C 0.22
89 O -0.68
90 H 0.52
91 H 0.08
92 H 0.37
93 H 0.31
94 H 0.20
95 H 0.29
96 H 0.30
97 C -0.12
98 N 0.38
99 C -1.02

=====

| no. | HOMO-LUMO gap (eV) |
| --- | --- |
| 1 | 8.8 |
| 2 | 9.5 |